[1]
DFT (wB97M-V/def2-TZVPD) results for C35H30N2O6P2RuS2 as an isolated structure.

Spin multiplicity = 2
Highest occupied orbital energy (spin up / spin down) = -0.174 / -0.191 Eh
Energy = -94880.6143 eV
Charge = -1

Last column: Mulliken charge in e.
Atoms and positions in Å:
Ru: 0.88027 0.42413 0.38522  0.417
S: 1.11865 -0.66413 2.56842  -0.746
P: 1.18087 -2.17058 1.22536  1.950
C: 0.50619 -1.50163 -0.17644  -0.149
P: -0.70346 -2.06965 -1.25181  2.153
S: -2.49076 -1.19284 -1.29145  -0.633
C: -0.03525 -2.02561 -2.96343  -0.589
C: -0.86986 -2.32308 -4.04204  -0.569
C: -0.37628 -2.30861 -5.33429  -0.717
C: 0.95813 -1.98466 -5.57059  -0.768
C: 1.79144 -1.68500 -4.50667  -1.117
C: 1.29213 -1.71370 -3.20697  0.705
C: -0.92855 -3.87816 -1.04233  0.160
C: -0.11471 -4.79077 -1.70991  -0.219
C: -0.32632 -6.15640 -1.57438  -0.746
C: -1.34614 -6.62140 -0.75767  -0.523
C: -2.14942 -5.71863 -0.07430  -0.663
C: -1.94644 -4.35530 -0.22260  -0.352
C: 2.91881 -2.66134 0.95552  0.229
C: 3.85995 -2.58264 1.97640  -0.831
C: 5.16756 -2.98592 1.75086  -0.734
C: 5.54418 -3.47320 0.50496  -0.650
C: 4.60846 -3.55431 -0.51611  -1.026
C: 3.30033 -3.14796 -0.28883  0.480
C: 0.49294 -3.70465 1.95742  0.819
C: 0.90301 -4.97091 1.54984  -0.258
C: 0.37527 -6.10414 2.14808  -0.720
C: -0.56188 -5.98493 3.16522  -0.550
C: -0.97408 -4.72703 3.57960  -0.708
C: -0.44661 -3.59267 2.97871  -0.548
H: -1.91327 -2.55010 -3.85737  0.379
H: -1.03190 -2.54067 -6.16462  0.386
H: 1.34107 -1.96308 -6.58346  0.400
H: 2.82901 -1.42480 -4.68036  0.549
H: 1.93404 -1.49237 -2.36434  0.119
H: 0.67827 -4.43586 -2.35699  0.282
H: 0.30427 -6.85503 -2.11075  0.389
H: -1.51339 -7.68634 -0.64941  0.404
H: -2.94094 -6.07766 0.57174  0.430
H: -2.59438 -3.64444 0.27643  0.346
H: 3.56994 -2.17268 2.93605  0.435
H: 5.89889 -2.90906 2.54594  0.387
H: 6.56796 -3.77930 0.32851  0.370
H: 4.89816 -3.91879 -1.49399  0.456
H: 2.56885 -3.18862 -1.08829  0.132
H: 1.64589 -5.07570 0.76872  0.292
H: 0.69611 -7.08389 1.81693  0.436
H: -0.96837 -6.87279 3.63424  0.378
H: -1.70090 -4.62683 4.37618  0.398
H: -0.75062 -2.60605 3.30671  0.271
O: 0.59784 1.26181 -1.49932  -0.375
C: 1.48160 1.36888 -2.34835  -0.384
C: 2.87318 1.02019 -2.23849  1.118
C: 3.63816 1.20984 -3.39548  -0.487
C: 4.96534 0.87907 -3.41839  -0.624
C: 5.59804 0.35531 -2.26918  -0.624
C: 4.88051 0.16724 -1.13257  -0.654
C: 3.47632 0.47070 -1.05706  0.600
O: 2.87423 0.21974 0.02603  -0.707
N: 5.72846 1.06081 -4.63812  1.012
O: 6.91537 0.77520 -4.61757  -0.662
O: 5.15025 1.47645 -5.62947  -0.653
H: 1.18232 1.77789 -3.32371  0.204
H: 3.17554 1.60803 -4.28942  0.480
H: 6.64919 0.10958 -2.31575  0.506
H: 5.33251 -0.24096 -0.23799  0.476
N: -1.11861 0.79835 0.84258  -0.223
C: -1.38599 1.85168 1.83986  -0.661
C: -0.81625 3.19527 1.41872  -0.480
C: 0.70376 3.28828 1.55669  0.475
O: 1.18964 4.20597 2.20583  -0.743
O: 1.37667 2.38978 0.92790  -0.674
H: -1.64238 0.94359 -0.01974  0.155
H: -1.45111 -0.09487 1.19893  0.288
H: -0.94499 1.52596 2.78358  0.314
H: -2.46691 1.93494 1.98931  0.431
H: -1.26211 3.98478 2.02245  0.311
H: -1.07411 3.38145 0.37047  0.243

---

[2]
DFT (wB97M-V/def2-TZVPD) results for C35H31AsCl2NO5PS2V as an isolated structure in a non-equilibrium geometry.

Spin multiplicity = 1
Highest occupied orbital energy (spin up / spin down) = -0.597 / -0.597 Eh
Energy = -191031.1516 eV
Charge = +3

Last column: Mulliken charge in e.
Atoms and positions in Å:
V: -0.52919 0.00312 0.94403  0.384
Cl: 0.41478 0.08824 3.14210  -0.255
C: 2.18362 0.18095 3.20663  0.779
C: 2.78795 0.23787 4.44501  -0.635
C: 4.17274 0.33262 4.46711  -0.598
C: 4.90164 0.37207 3.28151  -0.857
C: 4.25528 0.31892 2.05634  -0.203
C: 2.86659 0.20944 2.01524  -0.708
P: 1.95159 0.21821 0.46170  1.856
C: 2.52481 -1.17595 -0.50644  0.836
C: 2.33624 -1.19876 -1.89435  -0.570
C: 2.90390 -2.21334 -2.64916  -0.796
C: 3.64960 -3.20989 -2.02714  -0.726
C: 3.80977 -3.20852 -0.64637  -0.909
C: 3.24302 -2.19871 0.11881  -0.789
C: 2.45033 1.76437 -0.29553  1.129
C: 2.11511 2.94646 0.37567  -0.812
C: 2.62793 4.15583 -0.05475  -0.884
C: 3.48751 4.19254 -1.14897  -0.686
C: 3.84051 3.02039 -1.80266  -0.792
C: 3.32800 1.80023 -1.38136  -0.509
H: 2.20768 0.21485 5.35995  0.556
H: 4.68230 0.38392 5.42156  0.460
H: 5.98070 0.45118 3.31424  0.467
H: 4.82594 0.36350 1.13514  0.547
H: 1.78233 -0.40872 -2.38196  0.367
H: 2.78622 -2.21780 -3.72623  0.505
H: 4.11578 -3.98462 -2.62404  0.460
H: 4.39779 -3.98253 -0.16874  0.484
H: 3.40491 -2.18382 1.18952  0.492
H: 1.49310 2.91756 1.26303  0.568
H: 2.37586 5.06838 0.47028  0.524
H: 3.89970 5.13834 -1.47944  0.478
H: 4.52901 3.05036 -2.63789  0.509
H: 3.62722 0.89335 -1.88896  0.527
Cl: -1.32786 5.00856 -4.34948  -0.135
C: -1.04272 3.68150 -3.31196  -0.048
C: -0.76283 2.39858 -3.90428  -0.709
C: -0.50741 1.28952 -3.16125  -0.525
C: -0.51583 1.36469 -1.75279  -0.341
O: -0.22627 0.30093 -1.07393  0.559
C: -0.84879 2.65695 -1.14840  1.336
C: -1.00093 2.74510 0.17977  -0.390
O: -0.83174 1.66745 0.95635  -0.221
C: -1.08694 3.80808 -1.98020  -1.280
H: -0.76259 2.33259 -4.98632  0.495
H: -0.31362 0.32960 -3.62358  0.568
H: -1.29092 3.66733 0.66541  0.529
H: -1.32438 4.76231 -1.52292  0.519
C: -0.60637 -4.26872 1.90759  -1.177
As: -0.91071 -3.29509 0.30293  0.863
C: 0.15933 -3.96469 -1.10708  -1.106
C: -2.72652 -3.36502 -0.23695  -0.934
O: -0.32174 -1.67825 0.66205  -0.085
H: -1.39607 -5.00817 2.01797  0.482
H: -0.62269 -3.58418 2.74968  0.331
H: 0.35787 -4.76305 1.83336  0.389
H: -0.22212 -4.95052 -1.36441  0.582
H: 1.18941 -4.03118 -0.77271  0.237
H: 0.08039 -3.29846 -1.96158  0.373
H: -2.83409 -4.35633 -0.67849  0.552
H: -2.93458 -2.60724 -0.98389  0.158
H: -3.38213 -3.27009 0.62325  0.378
O: -3.43700 1.59246 -1.58479  -0.578
S: -3.74433 0.28163 -1.11132  1.076
O: -3.78165 -0.81630 -2.02554  -0.698
N: -2.64092 -0.17333 0.13652  0.275
C: -3.28555 -0.25724 1.26808  1.084
S: -2.28931 -0.58561 2.61551  -0.450
C: -4.72073 -0.00171 1.25976  0.221
C: -5.61973 0.00122 2.31145  -0.751
C: -6.93859 0.34145 2.03199  -0.682
C: -7.33142 0.68254 0.74023  -0.637
C: -6.42593 0.68429 -0.32229  -0.899
C: -5.13078 0.32799 -0.02619  0.448
H: -5.30863 -0.24915 3.31897  0.525
H: -7.66816 0.34716 2.83132  0.458
H: -8.36097 0.95991 0.55107  0.453
H: -6.73369 0.95244 -1.32683  0.557

---

[3]
DFT (wB97M-V/def2-TZVPD) results for C35H31BrClN3O6PS4W as an isolated structure in a non-equilibrium geometry.

Spin multiplicity = 1
Highest occupied orbital energy (spin up / spin down) = -0.139 / -0.139 Eh
Energy = -190571.2875 eV
Charge = -1

Last column: Mulliken charge in e.
Atoms and positions in Å:
W: -2.09588 -0.57497 0.46631  1.761
C: -0.07173 1.13157 4.00851  -1.771
C: -1.16535 0.54890 3.16439  1.132
N: -0.87051 -0.19615 2.14909  0.326
N: 0.42962 -0.75906 2.22266  -0.465
C: 0.36316 -2.01111 1.94168  0.293
S: -1.06692 -2.79047 1.38405  -0.482
S: 1.75652 -3.06691 2.18157  -0.075
C: 2.85860 -2.06163 3.23121  -0.166
C: 4.27324 -2.07482 2.72544  0.200
C: 5.20312 -2.96962 3.24811  -0.450
C: 6.51235 -2.99589 2.77842  -0.521
C: 6.90606 -2.11716 1.77973  -0.464
C: 5.98306 -1.21873 1.25256  -0.477
C: 4.67484 -1.20183 1.71600  -0.179
C: -2.55121 0.76014 3.58558  0.255
C: -2.81845 1.57290 4.69599  -0.806
C: -4.06412 1.64093 5.27633  -1.093
C: -5.09743 0.86510 4.73707  -0.378
C: -4.88123 0.07385 3.63915  -0.856
C: -3.61544 0.02166 3.00878  0.862
O: -3.48217 -0.71369 1.95590  -0.566
H: -0.04401 0.67283 5.00002  0.330
H: -0.26981 2.19948 4.11878  0.490
H: 0.88507 0.99686 3.52352  0.283
H: 2.80580 -2.46365 4.24216  0.479
H: 2.42891 -1.06284 3.21063  -0.182
H: 4.89545 -3.65203 4.03528  0.353
H: 7.22240 -3.70290 3.19433  0.351
H: 7.92640 -2.13175 1.41012  0.374
H: 6.27917 -0.52961 0.47296  0.404
H: 3.95123 -0.51172 1.28950  0.407
H: -2.01636 2.17045 5.10900  0.327
H: -4.23473 2.27358 6.13704  0.397
H: -6.08430 0.89182 5.18702  0.384
H: -5.67668 -0.52027 3.20552  0.456
C: -2.08164 -2.48506 -2.41438  -1.316
C: -2.27513 -1.83932 -1.11592  0.755
O: -3.22204 -2.09304 -0.32982  -0.556
H: -2.97357 -3.05329 -2.68049  0.499
H: -1.21061 -3.13803 -2.33666  0.241
H: -1.84782 -1.74026 -3.17824  0.146
O: -3.09941 3.80261 1.49784  -0.727
Cl: -2.13110 3.01195 0.79441  1.750
O: -2.11401 3.33386 -0.60883  -0.627
O: -0.82661 3.12890 1.38643  -0.643
O: -2.60376 1.58891 0.96526  -0.573
Br: -3.78644 2.62611 -4.38160  -0.212
C: -4.27147 1.66182 -2.82918  -0.243
C: -5.58797 1.56605 -2.46432  0.007
C: -5.88290 0.86604 -1.31442  -1.027
C: -4.85098 0.30673 -0.58419  -0.416
N: -3.58080 0.39490 -0.95653  -0.126
C: -3.28316 1.05771 -2.05686  0.023
H: -6.36169 2.03401 -3.06049  0.447
H: -6.90324 0.76262 -0.97064  0.405
H: -5.02628 -0.23192 0.33440  0.558
H: -2.23194 1.11292 -2.30734  0.152
S: 1.74717 -2.37264 -1.31866  -0.396
P: 1.22500 -0.55353 -1.78436  0.986
S: -0.12292 0.55456 -0.70442  -0.243
C: 0.71420 -0.44201 -3.55654  0.422
C: 1.16984 -1.41087 -4.45236  -0.726
C: 0.88515 -1.30846 -5.80938  -0.587
C: 0.14023 -0.23760 -6.28678  -0.492
C: -0.31186 0.73294 -5.40338  -0.657
C: -0.02310 0.63504 -4.04549  -0.467
C: 2.69079 0.55661 -1.85827  0.769
C: 3.96890 0.01085 -1.89941  -0.816
C: 5.07952 0.83739 -2.05475  -0.491
C: 4.91958 2.21155 -2.15601  -0.524
C: 3.64426 2.76365 -2.10234  -0.780
C: 2.53482 1.94185 -1.95917  -0.319
H: 1.73616 -2.25012 -4.06522  0.373
H: 1.25006 -2.06547 -6.49550  0.408
H: -0.08675 -0.15728 -7.34485  0.369
H: -0.89697 1.56858 -5.76867  0.386
H: -0.35340 1.40998 -3.35902  0.418
H: 4.08139 -1.06382 -1.80620  0.329
H: 6.07164 0.40182 -2.09391  0.461
H: 5.78471 2.85530 -2.27052  0.355
H: 3.51377 3.83802 -2.17392  0.400
H: 1.54174 2.37616 -1.90374  0.376

---

Across the entries above, ΔE to the lowest compared entry with this formula, charge and spin takes the values 0.00 79.17 174.24 kJ/mol, respectively.